ORCA calculation (ωB97M-V with the def2-TZVPD basis set) on 2 unconnected molecules or ions with the total composition C2H8N2S in a non-equilibrium geometry.

The geometry in ORCA input format:
```
! wB97M-V def2-TZVPD RIJCOSX def2/J DEFGRID3
* xyz 0 1
C -1.22 1.85 -0.01
S -1.94 0.33 0.79
H -1.16 1.70 -1.09
H -1.96 2.64 0.12
H -0.36 2.09 0.60
N -0.13 -1.68 -0.40
C 1.13 -1.44 -0.24
N 1.61 -0.41 0.46
H -0.97 -0.73 0.15
H -0.42 -2.03 -1.30
H 1.82 -1.96 -0.89
H 2.60 -0.46 0.70
H 1.01 0.08 1.11
*
```

Values from the calculation:
Energy above the lowest of the compared OMol25 structures with the same formula, charge and spin   17.0 kcal per mole
Electronic energy   -16018.0579 eV
Max |F|   2.2 eV/A
SMILES   [H]/N=C/N.CS
HOMO level   -7.53 eV
Lowest unoccupied orbital energy   0.517 eV
Kohn-Sham gap   8.05 eV